(1)
This record from OMol25 describes a molecular structure, C33H33AsCl2CoNO4PS. The level of theory is ωB97M-V/def2-TZVPD.

Computed properties:
ΔE to the lowest compared entry with this formula, charge and spin: 14.4 kJ/mol
largest force on an atom: 0.0045 hartree/bohr
E: -188069.07498 eV
M: 775.43 g/mol
net charge: +1

Element x y z (Å)
Co 0.113833 0.448328 -0.345643
Cl -2.092990 2.843701 3.285373
C -2.455239 1.293683 2.626173
C -3.523522 0.542839 3.153169
C -3.837712 -0.693213 2.663440
Cl -5.162695 -1.582210 3.334291
C -3.085861 -1.253526 1.602365
C -3.313929 -2.503073 0.985384
C -2.515474 -2.904631 -0.052060
C -1.470798 -2.074813 -0.487804
N -1.231458 -0.915478 0.083038
C -2.020516 -0.486264 1.106863
C -1.682850 0.802776 1.594455
O -0.658830 1.422969 1.049403
H -4.102322 0.965087 3.963286
H -4.123855 -3.128286 1.335842
H -2.674186 -3.851802 -0.546974
H -0.827801 -2.362339 -1.310559
S 1.696871 1.473079 -1.331109
C 3.254288 1.177256 -0.519103
C 4.372839 1.884938 -0.942528
C 5.584941 1.696593 -0.293317
C 5.690401 0.811759 0.771606
C 4.578407 0.093753 1.186893
C 3.369635 0.271530 0.531721
As 1.736173 -0.638648 0.928284
C 1.590975 -0.886170 2.827010
C 2.097307 -2.024396 3.450059
C 2.007158 -2.150316 4.827602
C 1.418031 -1.142925 5.580747
C 0.930985 -0.001149 4.961379
C 1.020726 0.134023 3.583675
C 1.919731 -2.399169 0.165591
C 2.705023 -2.567561 -0.971422
C 2.767455 -3.808153 -1.588262
C 2.046340 -4.878241 -1.074709
C 1.260102 -4.709282 0.056408
C 1.191270 -3.469537 0.676679
H 4.293508 2.587457 -1.761905
H 6.452946 2.256402 -0.615351
H 6.637348 0.683576 1.277878
H 4.652418 -0.597642 2.017891
H 2.553713 -2.814498 2.865892
H 2.398303 -3.034243 5.313350
H 1.347022 -1.246171 6.655433
H 0.485715 0.790825 5.549038
H 0.671245 1.039586 3.105473
H 3.272405 -1.735672 -1.372665
H 3.385284 -3.941018 -2.466415
H 2.102411 -5.846719 -1.553682
H 0.703398 -5.544117 0.461754
H 0.578098 -3.344880 1.561886
C -0.026360 4.793183 -2.258103
C -0.932494 3.788918 -1.595354
O -1.106113 2.655727 -2.503401
P -1.314583 1.209145 -1.879365
O -1.413880 0.296103 -3.172403
C -0.401896 0.319045 -4.221436
C -0.944316 1.033982 -5.433144
O -2.772305 1.146484 -1.283995
C -3.951405 1.573402 -2.025517
C -4.934903 2.146091 -1.037280
H -0.005313 5.708953 -1.666689
H -0.394123 5.038018 -3.254136
H 0.988638 4.406805 -2.338116
H -1.924968 4.200664 -1.408488
H -0.521128 3.426979 -0.649986
H -0.179134 -0.726134 -4.429666
H 0.502769 0.797190 -3.842692
H -1.837592 0.537143 -5.809556
H -0.192101 1.033031 -6.223148
H -1.184999 2.068208 -5.190762
H -4.344876 0.691903 -2.529775
H -3.652292 2.304330 -2.777667
H -5.172542 1.412584 -0.266686
H -5.857584 2.416185 -1.551276
H -4.532766 3.038043 -0.557182

Cartesian forces, eV/Å:
-0.16 0.06 0.01
0.02 0.04 0.01
0.04 -0.08 -0.05
-0.01 0.04 0.01
0.00 -0.02 -0.02
-0.01 0.00 0.01
-0.01 0.03 0.02
0.04 0.00 -0.03
-0.04 -0.02 0.02
0.03 0.04 -0.01
0.12 0.04 -0.06
0.05 0.08 0.04
-0.07 -0.14 0.15
-0.01 -0.08 -0.16
0.00 -0.01 0.00
0.00 0.00 0.00
0.00 0.00 0.00
0.02 0.00 0.01
0.00 -0.05 -0.10
-0.06 -0.07 0.06
0.07 0.02 0.01
-0.03 0.02 -0.03
0.00 -0.02 0.02
0.02 -0.05 0.02
-0.05 0.09 -0.05
-0.05 -0.06 0.12
0.10 0.04 0.01
-0.01 -0.05 -0.06
-0.02 0.03 0.03
0.01 -0.03 0.00
0.01 0.01 -0.01
0.03 0.04 0.00
0.09 0.01 0.06
-0.02 0.01 0.01
-0.01 -0.02 -0.01
0.01 0.01 -0.01
-0.01 0.00 0.01
-0.04 -0.02 -0.03
-0.01 0.00 0.00
0.00 0.00 0.00
0.00 -0.01 0.00
0.00 0.00 0.00
0.02 0.03 0.04
0.00 0.00 0.00
0.00 0.00 0.00
0.00 0.00 0.00
-0.09 0.01 -0.04
0.01 0.01 0.01
0.00 0.00 0.00
0.00 0.00 0.00
0.00 0.00 0.00
-0.02 0.00 -0.02
-0.02 0.01 0.01
0.01 0.00 0.00
0.07 -0.11 0.13
-0.10 0.12 -0.17
-0.01 0.03 0.06
-0.01 0.02 0.01
0.03 0.01 -0.02
0.13 0.03 0.04
-0.01 -0.03 0.00
0.00 -0.01 0.00
0.02 -0.01 0.01
0.00 0.01 0.00
0.00 -0.02 -0.02
-0.01 -0.01 -0.01
-0.02 0.03 0.00
0.00 0.01 -0.01
-0.01 -0.01 0.00
-0.01 0.00 0.01
-0.01 -0.01 0.00
-0.01 0.00 0.00
0.00 0.00 -0.01
-0.01 0.01 0.00
0.00 0.00 0.00
0.01 0.00 0.00
0.01 -0.01 0.01



(2)
This record from OMol25 describes a single C4H6N4 molecule at a distorted geometry. The level of theory is ωB97M-V/def2-TZVPD.

Computed properties:
ΔE to the lowest compared entry with this formula, charge and spin: 154.0 kJ/mol
largest force on an atom: 0.0728 hartree/bohr
E: -10204.34320 eV
SMILES: [H]/N=C(\N)n1cccn1
M: 110.12 g/mol
net charge: 0

Element x y z (Å)
H -2.768050 1.255880 -0.059312
N -1.770194 1.280460 -0.025092
C -1.367740 0.087458 -0.090367
N -1.890558 -1.142101 0.098268
N 0.013920 0.025447 -0.000818
C 0.788724 1.103038 0.127307
C 2.096076 0.649334 -0.022837
C 2.003744 -0.763350 0.064052
N 0.777402 -1.124592 -0.066726
H -2.950517 -1.424954 -0.052110
H -1.154142 -1.883822 0.112193
H 0.339439 2.052231 0.157397
H 2.981825 1.352076 -0.140680
H 2.900072 -1.467106 -0.101281

Cartesian forces, eV/Å:
-0.97 0.43 0.17
-1.48 0.24 -0.98
0.47 -0.34 1.75
-2.74 -2.24 -0.78
2.57 -1.56 0.12
2.20 -0.67 -1.33
0.71 2.21 1.21
3.04 0.42 -2.15
-2.81 -0.83 0.60
3.47 1.16 0.36
-1.20 0.70 -0.16
-0.16 0.92 0.04
-1.20 -1.39 0.53
-1.90 0.93 0.61



(3)
This record from OMol25 describes a molecular structure, Br2H2N2S at a distorted geometry. The level of theory is ωB97M-V/def2-TZVPD.

Computed properties:
ΔE to the lowest compared entry with this formula, charge and spin: 98.8 kJ/mol
largest force on an atom: 0.0509 hartree/bohr
E: -153929.39542 eV
M: 221.91 g/mol
net charge: 0

Element x y z (Å)
N 1.098486 0.891322 -1.045242
N -0.451375 -1.248632 0.732262
S 0.642550 -1.238678 -0.502543
Br 0.857976 1.839942 0.543387
Br -2.214354 -0.570652 0.326764
H 0.271532 1.172038 -1.667382
H -0.204815 -0.845337 1.612754

Cartesian forces, eV/Å:
-1.49 -2.14 -0.21
-0.38 0.29 -1.79
-0.07 2.49 0.06
-0.10 0.00 -0.08
0.53 -0.36 0.23
1.09 -0.65 1.27
0.42 0.37 0.51



(4)
This record from OMol25 describes a molecular structure, C18H11AsF5N2O3ReS5 at a distorted geometry. The level of theory is ωB97M-V/def2-TZVPD.

Computed properties:
ΔE to the lowest compared entry with this formula, charge and spin: 43.2 kJ/mol
largest force on an atom: 0.0258 hartree/bohr
E: -158682.54424 eV
M: 819.75 g/mol
net charge: +2

Element x y z (Å)
Re 1.022279 -1.106683 -0.730233
C -4.560365 4.427363 -1.263529
C -3.189172 3.845431 -1.072086
C -2.500224 3.261635 -2.133813
C -1.222869 2.758046 -1.971608
C -0.630530 2.821233 -0.705109
C -1.292884 3.431311 0.368902
C -2.564342 3.923733 0.175857
S 0.989199 2.294560 -0.507573
O 1.612079 2.112132 -1.775469
O 1.625769 2.938686 0.589037
N 0.732358 0.658266 0.029655
C -0.011652 0.350450 1.206900
C -0.310555 1.064070 2.336071
C -1.004019 0.372875 3.327846
C -1.323618 -0.967986 3.173776
C -0.941049 -1.620114 2.017371
N -0.317543 -0.947073 1.044910
H -5.023666 4.071702 -2.181104
H -4.499117 5.516191 -1.317418
H -5.207527 4.180162 -0.422840
H -2.965204 3.223285 -3.110781
H -0.684518 2.353246 -2.816730
H -0.811901 3.551134 1.326415
H -3.078693 4.402290 1.000024
H 0.016408 2.081744 2.468722
H -1.274609 0.892185 4.237979
H -1.851040 -1.512252 3.943448
H -1.149433 -2.667222 1.843983
S 2.073589 1.549399 -5.001211
As 1.732166 0.000261 -3.608298
S -0.120114 -0.700763 -2.633890
S 2.915314 -0.586595 -1.863875
S 2.248781 -0.531661 -5.615933
F 4.113353 -6.220037 2.395399
C 3.390527 -5.438679 1.619869
C 3.322919 -4.075032 1.900504
F 3.963428 -3.563076 2.932174
C 2.563020 -3.295649 1.065553
F 2.422370 -1.955592 1.265751
C 1.889313 -3.831945 -0.008460
O 1.174093 -2.932771 -0.763807
C 1.939662 -5.179027 -0.286589
F 1.285213 -5.685718 -1.315805
C 2.709875 -5.985509 0.539373
F 2.792929 -7.278006 0.296641

Cartesian forces, eV/Å:
0.09 0.92 -0.95
0.09 -0.07 0.00
-0.18 0.08 -0.01
0.04 -0.05 -0.10
-0.09 -0.04 0.23
-0.33 0.49 -0.16
0.00 -0.04 -0.20
-0.01 -0.01 0.03
-0.08 -0.16 0.94
0.28 0.06 -0.55
-0.03 -0.05 -0.22
0.02 -0.49 0.60
0.39 -0.21 -0.53
0.05 -0.01 0.18
0.00 0.08 0.05
-0.01 -0.01 0.07
0.04 0.01 -0.29
-0.29 -0.29 0.03
0.01 0.00 0.00
0.02 0.00 0.00
0.00 0.00 0.00
0.00 0.00 0.01
0.03 0.01 0.03
0.07 0.07 -0.05
0.00 0.00 -0.02
0.04 -0.01 0.02
-0.01 -0.02 0.00
-0.01 0.02 0.01
0.01 0.00 -0.01
0.00 0.33 -0.16
0.15 -0.33 -0.19
-0.05 -0.16 0.67
-0.21 0.05 0.41
0.05 -0.06 -0.24
-0.10 0.11 -0.10
0.18 -0.17 0.19
0.08 -0.08 0.11
-0.02 0.00 -0.04
0.30 -0.01 0.41
-0.02 0.05 -0.12
-0.71 0.87 -0.39
0.15 -0.54 0.37
0.00 -0.36 -0.11
0.05 0.08 0.10
-0.01 -0.21 -0.07
0.01 0.13 0.04